(1)
{"formula": "C10H10F5N2O5STeTi", "method": "ωB97M-V/def2-TZVPD", "elements": ["Ti", "C", "C", "C", "C", "C", "C", "C", "S", "O", "O", "N", "C", "C", "O", "O", "H", "H", "H", "H", "H", "H", "H", "H", "H", "N", "C", "H", "F", "Te", "F", "F", "F", "F", "O"], "coordinates": [[2.0503, -0.9668, 0.6568], [-4.6125, 2.1630, -2.2078], [-3.3715, 1.8524, -1.4254], [-2.3092, 2.7565, -1.3751], [-1.1731, 2.4837, -0.6379], [-1.1034, 1.2738, 0.0450], [-2.1390, 0.3492, 0.0133], [-3.2690, 0.6513, -0.7232], [0.3186, 0.9745, 0.9918], [0.6008, 2.0441, 1.8836], [1.4489, 0.6965, -0.0259], [0.2692, -0.4935, 1.6110], [0.3716, -0.6534, 3.0660], [1.6842, -1.3948, 3.2640], [1.9147, -2.3115, 3.9703], [2.6137, -0.9033, 2.3460], [-4.5280, 3.1132, -2.7300], [-5.4773, 2.2126, -1.5447], [-4.8099, 1.3820, -2.9427], [-2.3794, 3.6925, -1.9131], [-0.3621, 3.1985, -0.5863], [-2.0633, -0.5782, 0.5639], [-4.0909, -0.0530, -0.7486], [-0.4503, -1.2404, 3.4670], [0.4213, 0.3129, 3.5740], [0.1784, -3.6503, -0.2655], [0.7804, -2.7119, -0.0015], [-0.3317, -4.4735, -0.5322], [5.0039, -0.2971, -2.3368], [4.3377, -1.4834, -1.1252], [4.4871, -2.8564, -2.3221], [4.0043, 0.0235, 0.0300], [6.0082, -1.7395, -0.4394], [2.5977, -1.0083, -1.7627], [3.3796, -2.3646, 0.1634]], "forces_ev_per_angstrom": [[0.71, -0.31, -0.14], [-0.01, 0.00, -0.01], [0.02, 0.01, 0.00], [-0.01, -0.02, 0.01], [-0.01, 0.02, 0.02], [0.01, 0.00, 0.04], [-0.01, -0.04, -0.02], [0.01, 0.00, 0.00], [-0.16, 0.14, -0.01], [-0.04, 0.03, -0.01], [-0.31, 0.37, 0.02], [0.01, 0.09, 0.11], [-0.04, 0.00, -0.04], [-0.07, 0.01, 0.23], [0.03, 0.20, 0.12], [-0.19, -0.39, -0.06], [0.00, 0.00, 0.00], [0.00, 0.00, 0.00], [0.00, 0.00, 0.00], [0.00, 0.00, 0.00], [0.00, 0.00, 0.00], [0.00, 0.00, 0.00], [0.00, 0.00, 0.00], [0.01, -0.02, 0.00], [-0.03, -0.01, 0.03], [-0.02, 0.03, -0.09], [-0.04, 0.00, 0.10], [0.02, -0.02, 0.02], [0.01, -0.05, 0.01], [0.07, -0.12, -0.14], [-0.01, 0.07, 0.03], [-0.09, -0.05, -0.08], [-0.05, 0.00, -0.01], [0.15, 0.03, -0.07], [0.04, 0.01, -0.06]], "orbital_gap_ev": 7.7, "largest_force_ev_per_a": 0.79, "charge": 1, "e_above_lowest_kcal_mol": 6.2}

(2)
{"formula": "H8O4", "method": "ωB97M-V/def2-TZVPD", "elements": ["O", "H", "H", "O", "H", "H", "O", "H", "H", "O", "H", "H"], "coordinates": [[-2.5452, -2.0585, -0.7990], [-2.0892, -1.3962, -0.2494], [-1.8414, -2.6034, -1.1643], [0.9499, 1.6119, -0.2564], [0.9526, 1.2556, -1.1553], [1.8529, 1.9227, -0.1165], [2.5162, -0.4767, 0.8763], [1.6533, -0.0383, 0.7616], [2.9081, -0.0598, 1.6516], [-1.5396, 0.3342, 0.4138], [-2.0956, 0.6527, -0.3090], [-0.7221, 0.8557, 0.3466]], "forces_ev_per_angstrom": [[0.15, 0.16, 0.06], [-0.04, -0.27, -0.08], [-0.06, 0.02, 0.04], [-0.01, 0.06, -0.30], [0.05, 0.06, 0.11], [-0.10, -0.01, 0.02], [-0.26, 0.23, 0.02], [0.46, -0.24, 0.10], [-0.07, -0.12, -0.01], [0.07, 0.17, -0.21], [0.02, 0.06, 0.16], [-0.22, -0.11, 0.09]], "orbital_gap_ev": 11.2, "largest_force_ev_per_a": 0.53, "smiles": "O.O.O.O", "e_above_lowest_kcal_mol": 17.5}

(3)
{"formula": "C2H13NO3", "method": "ωB97M-V/def2-TZVPD", "elements": ["C", "N", "C", "H", "H", "H", "H", "H", "H", "H", "H", "H", "O", "H", "H", "O", "H", "H", "O"], "coordinates": [[-2.1001, -0.5850, -0.7105], [-1.5428, -0.9527, 0.5896], [-0.8359, -2.2370, 0.5756], [-1.3456, -0.0117, -1.2391], [-2.3933, -1.4665, -1.2844], [-3.0079, -0.0173, -0.5542], [-2.2604, -0.9616, 1.2957], [-1.4425, -3.0644, 0.2022], [-0.4428, -2.4198, 1.5750], [0.0445, -2.1407, -0.0691], [2.4299, 2.7630, 0.7976], [1.3250, 2.9210, -0.2391], [1.4922, 2.9773, 0.7213], [0.9256, 0.0971, 1.1701], [2.0395, 0.3055, 2.2099], [1.7545, -0.2730, 1.4983], [1.0920, 1.3987, -2.4178], [2.5309, 1.5923, -1.9338], [1.7373, 2.0749, -2.1872]], "forces_ev_per_angstrom": [[0.09, -0.44, 0.72], [0.23, -0.26, -0.02], [0.35, 0.83, -0.01], [-0.15, 0.14, -0.41], [0.09, -0.10, -0.26], [-0.01, 0.46, -0.12], [-0.11, -0.06, 0.06], [-0.10, -0.19, 0.10], [-0.15, -0.25, -0.02], [-0.11, -0.07, -0.02], [-0.16, 0.05, 0.03], [0.09, -0.04, 0.41], [0.06, -0.05, -0.45], [-0.07, 0.08, 0.16], [-0.15, 0.11, -0.03], [0.10, -0.20, -0.16], [0.04, -0.01, 0.01], [-0.02, -0.08, -0.03], [-0.04, 0.08, 0.07]], "orbital_gap_ev": 9.5, "largest_force_ev_per_a": 0.90, "smiles": "CNC.O.O.O", "e_above_lowest_kcal_mol": 26.2}

(4)
{"formula": "ClHN6", "method": "ωB97M-V/def2-TZVPD", "elements": ["N", "N", "N", "N", "N", "N", "Cl", "H"], "coordinates": [[0.4401, -0.9144, 1.4730], [-0.0808, 2.1214, -1.4359], [0.0659, -1.9592, 1.4059], [-0.4456, 1.0475, -1.4505], [0.9064, 0.1460, 1.2707], [-0.3932, -0.1091, -1.7026], [-1.8758, -1.0237, -1.5844], [1.3830, 0.6915, 2.0238]], "forces_ev_per_angstrom": [[-0.08, -2.60, 0.35], [-0.96, -0.23, 0.72], [-1.07, -1.47, 0.43], [1.11, 4.56, -0.27], [1.98, 5.25, -0.21], [-0.40, -4.90, -0.55], [0.26, 0.56, 0.13], [-0.85, -1.17, -0.59]], "orbital_gap_ev": 9.4, "largest_force_ev_per_a": 5.62, "e_above_lowest_kcal_mol": 1.4}

(5)
{"formula": "C33H102B2ClN3O21P", "method": "ωB97M-V/def2-TZVPD", "elements": ["C", "C", "O", "B", "O", "C", "C", "C", "C", "C", "C", "Cl", "C", "B", "O", "N", "C", "C", "N", "P", "C", "C", "C", "C", "N", "H", "H", "H", "H", "H", "H", "H", "H", "H", "H", "H", "H", "H", "H", "H", "H", "H", "H", "H", "H", "H", "H", "H", "H", "H", "H", "H", "H", "H", "H", "C", "O", "H", "H", "H", "H", "C", "O", "H", "H", "H", "H", "C", "O", "H", "H", "H", "H", "C", "O", "H", "H", "H", "H", "C", "O", "H", "H", "H", "H", "C", "O", "H", "H", "H", "H", "C", "O", "H", "H", "H", "H", "C", "O", "H", "H", "H", "H", "C", "O", "H", "H", "H", "H", "C", "O", "H", "H", "H", "H", "C", "O", "H", "H", "H", "H", "C", "O", "H", "H", "H", "H", "C", "O", "H", "H", "H", "H", "C", "O", "H", "H", "H", "H", "C", "O", "H", "H", "H", "H", "C", "O", "H", "H", "H", "H", "C", "O", "H", "H", "H", "H", "C", "O", "H", "H", "H", "H"], "coordinates": [[-1.1964, -1.2524, 6.9305], [-1.1471, -0.4154, 5.5420], [-0.9486, 0.9840, 5.8941], [-1.3706, 1.8589, 4.8236], [-1.7482, 3.2212, 5.0410], [-1.3799, 1.3112, 3.2640], [-2.7883, 1.1281, 2.6609], [-2.6948, 0.5590, 1.1921], [-3.9830, 0.2656, 0.3067], [-4.3667, 1.5917, -0.5028], [-4.8111, 2.8290, 0.4208], [-5.6275, 1.3009, -1.8264], [-1.2320, 0.3432, 0.7752], [-1.0185, -0.3057, -0.7321], [-0.3173, -1.5349, -0.9783], [-1.6179, 0.3755, -1.9463], [-2.3920, -0.7366, -2.6398], [-0.5502, 0.7457, -2.9293], [-0.0465, 0.6175, 1.4918], [1.6100, 0.3446, 0.8059], [2.4478, -0.9312, 1.9598], [3.7422, -1.5653, 1.2517], [2.5765, 1.9833, 0.9023], [3.4860, 2.1362, 2.2156], [-0.1102, 1.1008, 2.7332], [-1.4584, -2.3398, 6.6998], [-1.9981, -0.8306, 7.6330], [-0.1698, -1.1448, 7.4232], [-2.1668, -0.6181, 5.0455], [-0.2752, -0.7850, 4.8968], [-2.2414, 3.2353, 5.8910], [-3.7756, 1.3590, 3.1721], [-3.8445, -0.6549, -0.3707], [-4.8697, 0.0073, 0.9911], [-3.4207, 1.9293, -1.0652], [-4.7309, 2.6303, 1.5390], [-4.0954, 3.7040, 0.2058], [-5.8654, 3.1587, 0.1437], [-0.5291, -2.1374, -0.2234], [-3.3355, -0.3544, -3.1578], [-2.7126, -1.5647, -1.9197], [-1.7678, -1.2549, -3.4523], [0.0852, -0.1372, -3.2828], [-1.0996, 1.1494, -3.8589], [0.1444, 1.5792, -2.5888], [2.6498, -0.5066, 3.0032], [1.6959, -1.7975, 2.0875], [3.9179, -1.0261, 0.2477], [3.5858, -2.6844, 1.0366], [4.6918, -1.5053, 1.8821], [3.2810, 2.0956, 0.0008], [1.8221, 2.8526, 0.9221], [3.5221, 3.2649, 2.4516], [3.0563, 1.6457, 3.1520], [4.5882, 1.8416, 2.0542], [0.6945, -4.7220, 1.3580], [-0.5486, -4.1655, 0.9400], [1.5018, -4.0610, 1.0402], [0.7086, -4.8126, 2.4470], [0.8312, -5.7036, 0.9010], [-1.2426, -4.7674, 1.2326], [1.9205, -8.7243, 0.8625], [2.5867, -7.4782, 0.9882], [1.0730, -8.7438, 1.5486], [1.5593, -8.8453, -0.1614], [2.6080, -9.5352, 1.1148], [3.3295, -7.4906, 0.3705], [2.8038, -6.7730, -2.6587], [3.2584, -7.9326, -1.9733], [1.7694, -6.5798, -2.3740], [3.4210, -5.9144, -2.3823], [2.8569, -6.9376, -3.7376], [4.1735, -8.0816, -2.2419], [-3.8653, -2.4233, 3.2996], [-3.5681, -2.3278, 1.9141], [-4.2675, -3.4149, 3.5053], [-2.9532, -2.2752, 3.8837], [-4.6090, -1.6686, 3.5710], [-3.2133, -1.4469, 1.7548], [4.3981, -0.3666, 6.1598], [4.7156, -0.2773, 4.7765], [3.9857, -1.3550, 6.3624], [5.3021, -0.2236, 6.7562], [3.6569, 0.3942, 6.4185], [5.0780, 0.6050, 4.6238], [-5.9329, 3.7190, -5.1966], [-6.0643, 4.2848, -3.8991], [-5.5151, 4.4695, -5.8672], [-5.2617, 2.8570, -5.1549], [-6.9149, 3.4112, -5.5652], [-6.4354, 3.6008, -3.3265], [5.1986, -0.2361, -2.6177], [5.5820, -1.4265, -1.9387], [4.1648, -0.0011, -2.3618], [5.8446, 0.5895, -2.3078], [5.2781, -0.3863, -3.6967], [6.4973, -1.6111, -2.1819], [-1.2310, -4.0162, -4.8297], [-2.4236, -3.3810, -5.2636], [-0.3778, -3.4022, -5.1198], [-1.2470, -4.1226, -3.7415], [-1.1439, -4.9994, -5.2992], [-3.1596, -3.9441, -4.9941], [-9.2141, 1.0793, -4.0620], [-8.1565, 0.1382, -3.9427], [-10.0679, 0.5899, -4.5300], [-9.5030, 1.4387, -3.0707], [-8.8938, 1.9190, -4.6845], [-7.4149, 0.5938, -3.5271], [-7.2684, 1.2258, 3.0332], [-6.9130, 2.5620, 3.3562], [-6.6895, 0.5445, 3.6582], [-8.3331, 1.0734, 3.2230], [-7.0445, 1.0301, 1.9803], [-7.4389, 3.1405, 2.7902], [7.3987, 3.5770, -2.2385], [6.5150, 3.3179, -3.3212], [7.5420, 2.6561, -1.6725], [8.3629, 3.9183, -2.6244], [6.9671, 4.3393, -1.5854], [6.4052, 4.1465, -3.8044], [-2.7631, 5.6626, -5.1192], [-3.0904, 5.7026, -6.5009], [-1.9578, 4.9432, -4.9681], [-2.4309, 6.6513, -4.7921], [-3.6384, 5.3525, -4.5423], [-3.8028, 6.3448, -6.6070], [-2.1466, 6.0905, 3.6026], [-3.3406, 6.7085, 3.1435], [-1.2975, 6.7127, 3.3207], [-2.1777, 5.9927, 4.6907], [-2.0416, 5.1047, 3.1420], [-4.0752, 6.1405, 3.4047], [7.2234, 0.1805, 1.0086], [7.0809, 0.7396, 2.3082], [7.6389, 0.9369, 0.3422], [7.9006, -0.6761, 1.0499], [6.2455, -0.1326, 0.6342], [6.7126, 0.0503, 2.8763], [-3.6006, -5.5052, -0.3180], [-3.8542, -4.2582, -0.9366], [-3.6615, -6.2939, -1.0676], [-2.5981, -5.4975, 0.1152], [-4.3439, -5.6905, 0.4617], [-3.7897, -3.5925, -0.2438], [2.3376, -0.3785, -5.2737], [2.8796, 0.9160, -5.0549], [2.1744, -0.8595, -4.3087], [1.3840, -0.2928, -5.8014], [3.0379, -0.9772, -5.8617], [3.0144, 1.3195, -5.9211], [9.2953, 1.0737, -4.5321], [9.2987, 2.4424, -4.9043], [10.0040, 0.5365, -5.1624], [9.5955, 0.9743, -3.4851], [8.2952, 0.6547, -4.6747], [8.6639, 2.8942, -4.3326], [2.2928, 4.3545, 5.2479], [1.0933, 4.9653, 4.7921], [3.1376, 4.9842, 4.9688], [2.2623, 4.2507, 6.3356], [2.4039, 3.3717, 4.7813], [0.3619, 4.3900, 5.0508]], "forces_ev_per_angstrom": [[0.24, 0.64, -0.67], [-0.25, -1.88, 1.52], [-1.75, 1.26, -2.95], [0.94, 0.25, 1.15], [-0.11, -2.95, 0.39], [-1.18, 0.36, 0.22], [3.82, -1.73, -4.30], [2.06, 1.64, 4.11], [-0.33, 0.00, 0.09], [1.53, 1.07, 0.11], [0.34, 0.30, -0.38], [0.87, -0.14, 1.15], [-0.87, -0.32, -0.67], [1.07, -1.01, -1.96], [-2.32, 1.62, 2.00], [1.00, -1.72, 0.46], [-0.76, -0.81, -0.73], [0.21, 1.04, -1.39], [-3.66, 0.34, 0.76], [1.70, -0.84, -1.90], [-0.60, -0.58, 1.01], [0.06, 0.14, -0.59], [0.33, 0.69, 1.61], [0.36, 1.31, 0.26], [-3.51, 0.18, 0.63], [0.56, 1.44, 0.37], [1.19, -0.52, -1.12], [-1.53, -0.40, -0.56], [1.63, 0.62, 0.42], [-1.33, 0.52, 0.79], [0.69, 0.41, -0.37], [1.58, -0.27, -0.53], [-0.03, 1.63, 0.87], [1.43, 0.37, -0.75], [-1.59, -0.83, 0.63], [-0.36, 0.06, -1.48], [-1.20, -1.27, 0.27], [1.42, -0.47, 0.55], [0.80, -0.05, -0.58], [1.28, -0.23, 0.81], [0.37, 1.09, -0.92], [-0.81, 0.68, 1.27], [-0.83, 1.03, 0.67], [0.92, -0.58, 1.33], [-0.94, -1.06, -0.10], [-0.09, -0.62, -1.48], [0.86, 1.49, -0.17], [0.01, -1.03, 1.44], [0.08, 1.82, 0.21], [-1.47, 0.22, -0.73], [-1.52, -0.45, 1.05], [1.01, -1.38, -0.35], [0.01, -1.68, -0.30], [0.59, 0.47, -1.41], [-1.82, 0.07, 0.22], [-0.11, -0.32, 0.05], [-0.20, 0.49, -0.06], [-0.12, -0.02, -0.05], [0.21, -0.06, -0.01], [0.28, 0.06, 0.13], [0.07, 0.23, -0.07], [0.16, 0.01, -0.22], [0.12, 0.28, 0.17], [0.12, 0.09, 0.02], [-0.04, -0.22, 0.06], [-0.20, -0.16, -0.03], [-0.26, -0.01, -0.06], [0.22, 0.00, -0.08], [0.22, -0.11, 0.19], [0.10, -0.10, 0.05], [-0.14, 0.14, -0.12], [-0.10, 0.18, -0.02], [-0.21, -0.09, 0.04], [0.11, 0.18, -0.09], [-0.01, -0.24, -0.29], [0.03, 0.10, -0.10], [-0.09, -0.10, 0.15], [-0.05, -0.08, 0.21], [0.01, -0.27, 0.10], [0.12, 0.19, 0.03], [0.03, 0.11, -0.37], [0.07, 0.07, -0.12], [-0.14, -0.05, 0.17], [-0.01, -0.07, 0.20], [-0.07, -0.16, -0.02], [-0.13, -0.17, 0.19], [-0.05, 0.04, 0.25], [-0.01, -0.06, 0.12], [0.01, -0.02, -0.26], [0.10, -0.06, -0.21], [0.14, 0.25, -0.07], [0.30, -0.07, -0.08], [0.06, -0.18, 0.21], [0.07, -0.10, -0.02], [-0.14, 0.18, -0.16], [-0.14, 0.27, -0.01], [-0.20, -0.04, 0.08], [-0.28, -0.15, 0.09], [-0.11, 0.11, -0.01], [-0.13, 0.01, -0.03], [0.23, -0.09, 0.03], [0.23, -0.03, 0.09], [0.08, 0.19, -0.09], [0.25, 0.07, 0.11], [0.12, -0.07, 0.03], [0.14, -0.02, 0.04], [-0.19, 0.12, -0.08], [-0.22, 0.10, -0.01], [-0.14, -0.22, -0.14], [-0.18, 0.25, -0.16], [0.22, 0.11, -0.01], [-0.03, 0.12, 0.04], [0.06, -0.27, -0.07], [-0.09, -0.24, -0.02], [0.12, -0.02, 0.20], [-0.13, 0.28, -0.11], [0.01, -0.08, -0.17], [-0.06, 0.03, -0.11], [0.13, 0.06, 0.33], [0.22, -0.03, 0.15], [-0.08, -0.21, 0.03], [-0.28, 0.19, -0.05], [-0.07, -0.04, -0.16], [-0.06, 0.05, -0.14], [0.07, -0.09, 0.22], [0.14, 0.01, 0.23], [0.18, -0.12, -0.06], [-0.26, -0.01, -0.02], [-0.15, -0.01, -0.08], [-0.14, -0.01, 0.02], [0.24, -0.09, 0.00], [0.22, -0.04, 0.12], [0.09, 0.21, -0.06], [-0.16, -0.18, 0.20], [-0.16, 0.11, 0.22], [-0.01, 0.01, 0.16], [-0.02, -0.02, -0.24], [0.13, -0.09, -0.26], [0.14, 0.12, -0.05], [-0.10, 0.18, 0.15], [0.03, 0.20, -0.18], [0.01, 0.13, 0.02], [0.00, -0.32, -0.01], [0.08, -0.22, 0.04], [-0.08, 0.05, 0.03], [0.07, 0.19, -0.26], [0.04, 0.13, 0.08], [0.07, 0.10, -0.03], [-0.04, -0.26, 0.01], [-0.15, -0.20, 0.02], [0.01, 0.00, 0.23], [-0.19, 0.27, 0.10], [0.04, 0.16, 0.04], [-0.04, 0.13, 0.03], [0.02, -0.24, 0.01], [0.04, -0.20, 0.05], [0.03, -0.18, -0.30], [-0.34, -0.07, 0.08], [-0.11, -0.05, -0.11], [-0.14, 0.00, -0.01], [0.24, -0.08, 0.00], [0.23, -0.06, 0.10], [0.02, 0.23, -0.07]], "orbital_gap_ev": 6.7, "largest_force_ev_per_a": 6.00, "charge": 1, "e_above_lowest_kcal_mol": 118.3}

(6)
{"formula": "C3H10N2S", "method": "ωB97M-V/def2-TZVPD", "elements": ["C", "C", "S", "H", "H", "H", "H", "H", "N", "C", "N", "H", "H", "H", "H", "H"], "coordinates": [[-1.6212, 1.5876, -0.8612], [-2.3809, 0.3677, -0.2885], [-1.2330, -0.3998, 1.0314], [-0.9900, 1.8762, -0.1258], [-0.8385, 1.1791, -1.5659], [-2.3606, 2.2725, -1.2774], [-3.3703, 0.5553, 0.2547], [-2.6495, -0.3532, -1.0850], [2.3983, -0.7183, 1.5051], [2.3031, -1.1460, 0.2509], [1.3038, -0.7323, -0.4330], [1.4344, -0.7219, 2.1195], [3.3089, -0.8742, 1.9417], [3.2115, -1.6861, -0.1053], [1.3028, -0.6896, -1.4564], [0.1812, -0.5171, 0.0952]], "forces_ev_per_angstrom": [[-1.50, -2.83, -2.20], [-0.15, -0.65, 1.12], [-0.52, -0.07, -1.11], [1.29, 2.07, 2.56], [-1.24, 0.53, -0.14], [0.71, 0.42, -0.19], [1.49, 0.28, -0.72], [0.37, 0.18, 0.47], [-2.14, -0.86, 3.50], [0.68, 1.07, -1.09], [-0.23, -0.21, -1.63], [3.35, 0.51, -1.96], [-1.02, -0.27, 0.33], [-0.77, 0.56, -0.30], [0.23, -0.95, 0.63], [-0.54, 0.20, 0.74]], "orbital_gap_ev": 7.6, "largest_force_ev_per_a": 4.19, "e_above_lowest_kcal_mol": 50.5}